Record 1
# C24H38As3N4O4RbS

C24H38As3N4O4RbS as an isolated structure in a non-equilibrium geometry (the ωB97M-V functional and the def2-TZVPD basis, the OMol25 dataset).

Values from the calculation:
Relative energy (zero: lowest compared OMol25 entry of this formula, charge and spin), kcal/mol: 9.3
Spin multiplicity: 1
Total charge: 0
Orbital gap, Ha: 0.298
LUMO energy, eV: -0.015
HOMO level, eV: -8.12

Each line ends with the Löwdin charge.
Geometry (Å):
Rb 0.12873 0.12044 0.00673  0.74
C 2.25753 3.72390 -1.65002  -0.31
As 0.74605 3.43284 -0.43246  1.04
C 1.28977 4.76013 0.89694  -0.32
C -0.52898 4.49266 -1.51743  -0.37
C -1.96627 4.81118 -1.05217  -0.68
C -2.55059 5.72428 -2.14162  -0.09
C -2.89194 3.58151 -0.98195  -0.37
As -2.63509 2.14491 0.34959  1.05
C -4.25373 1.16162 -0.15113  -0.31
C -3.41187 2.96329 1.94880  -0.34
C -1.92433 5.57855 0.27714  -0.38
As -3.60937 6.43936 0.84194  1.11
C -3.25594 8.23175 0.13728  -0.34
C -3.00356 6.80468 2.66681  -0.34
H 2.15047 4.67886 -2.16580  0.03
H 2.31400 2.92291 -2.38578  0.02
H 3.18261 3.73013 -1.07620  0.00
H 1.35777 5.75386 0.45296  0.03
H 2.27092 4.46653 1.27086  0.01
H 0.59553 4.78247 1.73313  0.01
H -0.57269 3.96794 -2.47828  0.08
H -0.01469 5.43972 -1.70931  0.07
H -2.53444 5.21624 -3.10762  0.09
H -1.97440 6.64814 -2.23156  0.09
H -3.58995 5.98771 -1.92895  0.06
H -2.86682 3.06634 -1.94842  0.08
H -3.92470 3.91635 -0.84301  0.06
H -5.11835 1.82127 -0.06607  0.04
H -4.37852 0.30658 0.51330  0.03
H -4.17286 0.78844 -1.17305  0.01
H -4.22908 3.63280 1.67926  0.00
H -2.66529 3.50094 2.53019  0.00
H -3.80572 2.15316 2.56316  0.03
H -1.16648 6.36642 0.22960  0.08
H -1.63586 4.92296 1.10023  0.04
H -3.43171 8.25558 -0.93626  0.01
H -2.22910 8.53410 0.34563  0.03
H -3.94184 8.92960 0.61706  0.02
H -3.02190 5.88436 3.24866  0.01
H -3.68069 7.52182 3.12897  0.02
H -1.99224 7.21363 2.66333  0.03
C 4.70002 1.84803 0.74464  0.00
C 4.28186 0.42114 0.66318  -0.37
N 3.05222 -0.03643 0.76863  0.11
C 3.15614 -1.41465 0.65448  -0.14
C 4.46247 -1.76628 0.46237  -0.08
N 5.15939 -0.59077 0.47965  0.17
C 5.24034 -3.02030 0.23641  -0.49
O 4.56860 -4.14266 0.14390  0.13
O 6.44554 -2.93690 0.13311  0.08
C 1.97784 -2.33184 0.82358  -0.61
O 2.13482 -3.52455 0.49448  0.03
O 0.92176 -1.82017 1.27663  -0.27
H 3.82040 2.45918 0.93675  0.06
H 5.16761 2.19136 -0.17922  0.08
H 5.40856 2.00654 1.55840  0.09
H 6.16261 -0.55652 0.36998  0.17
H 3.56460 -3.97022 0.23350  0.06
N -1.56343 -3.06342 1.21067  0.12
C -2.39376 -2.71486 0.21498  -0.69
N -2.02524 -2.00813 -0.81051  0.05
C -3.10074 -1.81280 -1.66839  -0.35
C -3.04754 -1.09498 -2.86002  -0.04
C -4.20309 -0.93060 -3.60586  -0.10
C -5.41530 -1.47951 -3.18103  -0.10
C -5.47802 -2.20677 -2.00170  -0.09
C -4.31703 -2.36472 -1.25937  -0.49
S -4.08253 -3.19932 0.25428  1.07
H -0.58062 -2.76151 1.19272  0.06
H -1.89681 -3.62014 1.97441  0.10
H -2.10363 -0.68012 -3.19173  0.11
H -4.16423 -0.36895 -4.52993  0.10
H -6.30838 -1.34506 -3.77511  0.10
H -6.41374 -2.63361 -1.66577  0.11

***

Record 2
# C24H38BGe2N4S2V

C24H38BGe2N4S2V as an isolated structure in a non-equilibrium geometry (the ωB97M-V functional and the def2-TZVPD basis, the OMol25 dataset).

Values from the calculation:
Relative energy (zero: lowest compared OMol25 entry of this formula, charge and spin), kcal/mol: 18.8
Spin multiplicity: 1
Total charge: +4
Orbital gap, Ha: 0.218
LUMO energy, eV: -13.186
HOMO level, eV: -19.12

Each line ends with the Löwdin charge.
Geometry (Å):
V -0.06272 -2.07578 0.57872  0.13
C 4.10509 -0.29810 -1.63932  -0.13
C 2.86347 -1.14392 -1.35758  -0.38
Ge 1.45427 -0.24706 -0.37613  1.16
C 1.28262 -1.86891 1.91341  -0.33
C 2.70476 -2.38766 1.96863  -0.09
C 1.68015 1.59548 -0.27112  -0.24
C 1.00916 2.77153 -0.09471  -0.26
Ge -0.87125 3.24542 0.14978  1.17
C -2.06434 3.24690 -1.34064  -0.32
C -2.01689 4.53607 -2.18579  -0.12
C -1.46730 3.52408 1.95065  -0.31
C -0.84702 4.77371 2.61491  -0.12
C 1.64242 4.06981 -0.07443  -0.26
C 0.78889 5.18076 -0.16959  -0.09
C 1.25191 6.47842 -0.12911  0.00
C 2.62024 6.68292 0.01190  0.02
C 3.49450 5.59941 0.11492  0.00
C 3.01721 4.30572 0.07235  0.02
H 4.81003 -0.88821 -2.22449  0.10
H 4.61421 0.00270 -0.72202  0.09
H 3.87007 0.59315 -2.22230  0.08
H 3.09682 -2.08012 -0.85096  0.05
H 2.35249 -1.43287 -2.28620  0.08
H 0.50510 -2.68702 2.22195  0.11
H 1.08542 -1.00022 2.54212  0.09
H 2.84610 -3.28735 1.37500  0.08
H 2.96188 -2.62167 3.00432  0.12
H 3.40354 -1.62217 1.63568  0.09
H 2.73397 1.73260 -0.51828  0.04
H -3.06317 3.09776 -0.93046  0.08
H -1.83399 2.38780 -1.97336  0.08
H -2.28543 5.41667 -1.60315  0.09
H -2.74480 4.44156 -2.98928  0.10
H -1.03695 4.69256 -2.63647  0.08
H -1.19286 2.63606 2.52943  0.07
H -2.55424 3.57980 1.94400  0.08
H 0.24051 4.72791 2.63602  0.08
H -1.20746 4.84176 3.63980  0.10
H -1.14267 5.68794 2.10051  0.08
H -0.30441 5.10370 -0.36255  0.08
H 0.57273 7.31567 -0.22081  0.14
H 3.01018 7.69325 0.04161  0.14
H 4.55489 5.77885 0.23659  0.14
H 3.71809 3.48542 0.18446  0.13
C 0.73993 -6.51242 -2.45387  0.05
N -0.42655 -5.60426 -2.42173  -0.07
C -1.54771 -5.71964 -3.21394  0.05
C -2.37897 -4.69163 -2.90046  0.04
N -1.77169 -3.96132 -1.90139  0.01
B -2.19854 -2.65999 -1.23029  -0.38
N -2.57530 -2.98027 0.30192  0.01
C -3.23747 -4.02073 0.84129  0.05
C -3.33440 -3.79950 2.20519  0.07
N -2.70858 -2.63862 2.47952  -0.07
C -2.67285 -1.97789 3.80298  0.06
C -2.25573 -2.10995 1.30059  -0.69
S -1.57409 -0.52812 1.01107  0.80
C -0.58975 -4.53159 -1.64866  -0.58
S 0.57116 -3.87846 -0.52724  0.90
H 0.46920 -7.38151 -3.04070  0.11
H 0.98180 -6.82906 -1.44363  0.11
H 1.58226 -6.01047 -2.91929  0.11
H -1.65479 -6.52333 -3.92627  0.16
H -3.34349 -4.42083 -3.29985  0.16
H -3.11117 -2.11472 -1.76465  0.12
H -1.16491 -1.95808 -1.13255  0.04
H -3.58795 -4.86065 0.25998  0.16
H -3.80921 -4.39437 2.97276  0.17
H -2.86254 -2.72872 4.56242  0.12
H -3.44134 -1.20996 3.83972  0.12
H -1.69253 -1.53822 3.95909  0.09

***

Record 3
# C24H38BrNO4P2RuS2

C24H38BrNO4P2RuS2 as an isolated structure (the ωB97M-V functional and the def2-TZVPD basis, the OMol25 dataset).

Values from the calculation:
Relative energy (zero: lowest compared OMol25 entry of this formula, charge and spin), kcal/mol: 5.1
Spin multiplicity: 6
Total charge: +1
Orbital gap (alpha / beta), Ha: 0.298 / 0.249
Expectation value of S²: 8.764
LUMO energy (alpha / beta), eV: -2.171 / -4.074
HOMO level (alpha / beta), eV: -10.29 / -10.85

Each line ends with the Löwdin charge.
Geometry (Å):
Ru -0.31476 0.12400 0.29150  1.10
O -0.41149 0.39881 2.36808  -0.32
N 0.63577 0.11677 3.14301  -0.19
C 0.36033 -0.21043 4.42764  -0.01
C 1.36775 -0.49208 5.30023  -0.04
C 2.68948 -0.43211 4.83532  -0.04
C 2.94191 -0.10314 3.53273  -0.07
C 1.89531 0.17866 2.63278  -0.63
S 2.15705 0.58818 0.99757  0.72
H -0.69178 -0.21717 4.66435  0.14
H 1.13301 -0.75379 6.32028  0.12
H 3.50928 -0.64802 5.50579  0.12
H 3.94937 -0.06006 3.14646  0.11
C -2.82281 3.02955 0.68072  -0.24
P -2.58862 1.40409 -0.08929  0.80
C -3.29915 1.54921 -1.76005  -0.24
C -3.82374 0.34385 0.76193  -0.41
C -3.85750 -1.05436 0.14541  -0.40
P -2.19780 -1.82212 0.30042  0.84
C -2.18613 -3.19656 -0.88855  -0.22
C -2.25482 -2.62953 1.92909  -0.24
H -3.87074 3.32950 0.62021  0.06
H -2.20439 3.75936 0.16173  0.03
H -2.52422 2.98126 1.72801  0.05
H -4.38242 1.67119 -1.69388  0.06
H -3.07505 0.66020 -2.34975  0.05
H -2.85153 2.40494 -2.25711  0.03
H -4.80380 0.82566 0.70490  0.09
H -3.55199 0.29449 1.82096  0.08
H -4.11629 -1.00301 -0.91473  0.08
H -4.61503 -1.67827 0.62547  0.09
H -3.04483 -3.85141 -0.72905  0.06
H -1.27238 -3.77986 -0.77360  0.04
H -2.21384 -2.80491 -1.90524  0.05
H -3.16459 -3.21993 2.04652  0.06
H -2.20559 -1.87255 2.71250  0.04
H -1.37937 -3.26827 2.03141  0.04
C 0.63065 2.65317 -4.75150  -0.10
C 1.82280 2.39599 -3.83984  -0.27
C 1.49115 1.56559 -2.60476  -0.34
S 0.50297 2.33954 -1.30719  0.78
O -0.68055 3.03708 -1.86640  -0.51
C 1.65079 3.61259 -0.73105  -0.33
C 0.95155 4.55279 0.24346  -0.28
C 0.55929 3.88532 1.55254  -0.12
H 0.96352 3.11425 -5.68003  0.08
H -0.10271 3.30439 -4.28219  0.06
H 0.13257 1.71752 -5.00851  0.08
H 2.30359 3.33443 -3.55737  0.10
H 2.58595 1.83456 -4.38562  0.12
H 2.38975 1.22907 -2.08017  0.09
H 0.93660 0.66236 -2.87146  0.08
H 1.97083 4.14958 -1.62523  0.09
H 2.50823 3.11056 -0.28409  0.07
H 0.08418 4.99234 -0.25338  0.10
H 1.63609 5.38083 0.44046  0.12
H -0.14697 3.06334 1.40024  0.02
H 0.09119 4.60816 2.22044  0.08
H 1.42984 3.46588 2.05779  0.07
Br 3.87949 -7.29779 -1.95342  0.77
C 2.97979 -5.72275 -1.43009  -0.68
C 2.70421 -4.74835 -2.38081  -0.11
C 2.04402 -3.59668 -1.99421  -0.01
C 1.66345 -3.42070 -0.66681  -0.15
C 1.94817 -4.40519 0.27484  -0.01
C 2.60830 -5.56039 -0.10270  -0.11
C 0.95341 -2.18947 -0.24619  -0.68
O 0.59476 -2.03543 0.94993  -0.13
O 0.68355 -1.29277 -1.11259  -0.17
H 3.00663 -4.89505 -3.40759  0.11
H 1.81853 -2.82412 -2.71585  0.12
H 1.65315 -4.25315 1.30409  0.12
H 2.83657 -6.32961 0.62152  0.11